i:
{
  "formula": "C54H135O36P9",
  "method": "wB97M-V/def2-TZVPD",
  "smiles": "CCOP(=O)(OCC)OCC.CCOP(=O)(OCC)OCC.CCOP(=O)(OCC)OCC.CCOP(=O)(OCC)OCC.CCOP(=O)(OCC)OCC.CCOP(=O)(OCC)OCC.CCOP(=O)(OCC)OCC.CCOP(=O)(OCC)OCC.CCOP(=O)(OCC)OCC",
  "multiplicity": 1,
  "homo_lumo_gap_ev": 10.38,
  "e_lumo_ev": 0.0,
  "elements": ["C", "C", "O", "P", "O", "O", "C", "C", "O", "C", "C", "H", "H", "H", "H", "H", "H", "H", "H", "H", "H", "H", "H", "H", "H", "H", "C", "C", "O", "P", "O", "O", "C", "C", "O", "C", "C", "H", "H", "H", "H", "H", "H", "H", "H", "H", "H", "H", "H", "H", "H", "H", "C", "C", "O", "P", "O", "O", "C", "C", "O", "C", "C", "H", "H", "H", "H", "H", "H", "H", "H", "H", "H", "H", "H", "H", "H", "H", "C", "C", "O", "P", "O", "O", "C", "C", "O", "C", "C", "H", "H", "H", "H", "H", "H", "H", "H", "H", "H", "H", "H", "H", "H", "H", "C", "C", "O", "P", "O", "O", "C", "C", "O", "C", "C", "H", "H", "H", "H", "H", "H", "H", "H", "H", "H", "H", "H", "H", "H", "H", "C", "C", "O", "P", "O", "O", "C", "C", "O", "C", "C", "H", "H", "H", "H", "H", "H", "H", "H", "H", "H", "H", "H", "H", "H", "H", "C", "C", "O", "P", "O", "O", "C", "C", "O", "C", "C", "H", "H", "H", "H", "H", "H", "H", "H", "H", "H", "H", "H", "H", "H", "H", "C", "C", "O", "P", "O", "O", "C", "C", "O", "C", "C", "H", "H", "H", "H", "H", "H", "H", "H", "H", "H", "H", "H", "H", "H", "H", "C", "C", "O", "P", "O", "O", "C", "C", "O", "C", "C", "H", "H", "H", "H", "H", "H", "H", "H", "H", "H", "H", "H", "H", "H", "H"],
  "coordinates": [[-17.59, -22.86, -22.90], [-18.33, -22.11, -23.96], [-19.67, -21.82, -23.55], [-20.53, -20.86, -24.50], [-20.39, -21.11, -25.94], [-20.15, -19.41, -24.05], [-20.44, -18.19, -24.69], [-19.22, -17.44, -25.22], [-21.97, -21.01, -23.92], [-22.27, -20.84, -22.59], [-23.71, -20.47, -22.39], [-16.75, -23.40, -23.34], [-17.15, -22.16, -22.19], [-18.24, -23.58, -22.41], [-17.70, -21.27, -24.27], [-18.46, -22.59, -24.93], [-21.11, -18.25, -25.54], [-20.96, -17.45, -24.08], [-18.97, -17.79, -26.22], [-19.23, -16.35, -25.34], [-18.25, -17.53, -24.72], [-21.88, -21.67, -22.00], [-21.62, -20.03, -22.27], [-23.89, -20.37, -21.32], [-24.00, -19.55, -22.89], [-24.35, -21.25, -22.79], [-25.42, -14.50, -24.38], [-25.11, -12.98, -24.43], [-25.86, -12.15, -25.29], [-25.43, -10.48, -25.26], [-23.96, -10.10, -24.94], [-25.99, -9.86, -26.73], [-27.30, -9.28, -26.81], [-28.23, -9.79, -28.03], [-26.28, -9.94, -24.02], [-26.10, -10.30, -22.68], [-26.28, -9.14, -21.76], [-25.12, -15.10, -23.52], [-26.48, -14.65, -24.58], [-24.85, -14.86, -25.24], [-25.37, -12.65, -23.42], [-24.05, -12.77, -24.56], [-27.68, -9.65, -25.85], [-27.25, -8.19, -26.81], [-29.11, -9.16, -27.93], [-27.73, -9.36, -28.90], [-28.43, -10.86, -28.02], [-26.79, -11.13, -22.49], [-25.11, -10.75, -22.56], [-26.15, -9.45, -20.72], [-25.53, -8.45, -22.15], [-27.19, -8.62, -22.07], [-22.43, -2.99, -23.88], [-23.34, -4.12, -24.15], [-24.75, -3.93, -23.86], [-25.64, -3.08, -24.89], [-25.83, -1.67, -24.46], [-24.76, -3.29, -26.31], [-25.15, -2.51, -27.46], [-24.29, -3.07, -28.60], [-26.99, -3.87, -25.08], [-27.96, -3.92, -24.02], [-28.78, -5.17, -24.14], [-22.56, -2.65, -22.85], [-21.37, -3.26, -23.96], [-22.71, -2.11, -24.46], [-23.10, -4.55, -25.13], [-23.09, -4.91, -23.44], [-26.21, -2.65, -27.67], [-24.97, -1.45, -27.29], [-24.08, -2.24, -29.28], [-23.37, -3.41, -28.12], [-24.64, -4.06, -28.88], [-27.37, -4.00, -23.12], [-28.58, -3.02, -24.00], [-29.69, -4.98, -24.72], [-28.29, -6.06, -24.52], [-29.26, -5.56, -23.25], [-28.96, -14.31, -33.77], [-28.03, -14.59, -32.55], [-27.46, -13.35, -32.03], [-25.77, -13.24, -32.21], [-25.23, -13.61, -33.61], [-25.49, -11.70, -31.77], [-25.88, -10.72, -32.71], [-24.78, -9.69, -32.69], [-25.27, -14.07, -30.93], [-23.99, -14.72, -30.90], [-23.23, -14.08, -29.76], [-28.39, -14.00, -34.64], [-29.64, -15.15, -33.94], [-29.69, -13.58, -33.42], [-28.67, -15.07, -31.81], [-27.46, -15.39, -33.02], [-26.05, -11.03, -33.74], [-26.77, -10.18, -32.41], [-25.35, -8.78, -32.51], [-24.13, -9.87, -31.83], [-24.27, -9.59, -33.65], [-24.17, -15.77, -30.66], [-23.34, -14.52, -31.75], [-22.16, -14.24, -29.93], [-23.29, -13.05, -29.40], [-23.33, -14.68, -28.86], [-11.96, -10.91, -23.10], [-13.38, -11.39, -23.01], [-13.84, -11.61, -24.37], [-15.27, -12.46, -24.51], [-15.32, -13.54, -23.54], [-15.38, -12.94, -26.10], [-14.17, -13.42, -26.64], [-13.36, -12.39, -27.46], [-16.39, -11.26, -24.39], [-17.40, -11.33, -23.39], [-18.46, -12.37, -23.68], [-11.33, -10.82, -22.22], [-11.34, -11.50, -23.77], [-12.04, -9.86, -23.41], [-13.30, -12.21, -22.31], [-14.14, -10.69, -22.65], [-13.48, -13.61, -25.83], [-14.37, -14.29, -27.27], [-12.69, -11.75, -26.88], [-12.77, -12.92, -28.21], [-14.04, -11.72, -27.99], [-16.80, -11.53, -22.50], [-17.81, -10.39, -23.01], [-19.35, -12.41, -23.06], [-18.87, -12.41, -24.69], [-17.90, -13.30, -23.62], [-31.96, -2.75, -29.29], [-32.86, -3.92, -29.34], [-34.18, -3.52, -29.52], [-34.80, -3.42, -31.05], [-34.77, -4.65, -31.85], [-36.29, -2.82, -30.92], [-36.35, -1.56, -30.21], [-37.61, -1.28, -29.35], [-33.99, -2.15, -31.70], [-33.56, -1.79, -32.99], [-32.50, -2.81, -33.60], [-32.50, -1.95, -28.77], [-31.06, -2.95, -28.69], [-31.51, -2.43, -30.23], [-32.62, -4.62, -30.14], [-32.87, -4.48, -28.40], [-35.63, -1.43, -29.40], [-35.95, -0.86, -30.94], [-38.43, -1.23, -30.07], [-37.77, -2.19, -28.76], [-37.52, -0.31, -28.87], [-34.54, -1.70, -33.45], [-33.10, -0.81, -33.01], [-32.13, -2.60, -34.61], [-31.52, -2.80, -33.12], [-32.73, -3.85, -33.36], [-29.67, -25.10, -28.83], [-29.11, -23.88, -29.46], [-30.16, -22.99, -29.72], [-30.50, -21.73, -28.71], [-30.25, -22.00, -27.28], [-29.59, -20.49, -29.21], [-29.05, -19.53, -28.38], [-30.07, -18.62, -27.61], [-32.03, -21.43, -29.17], [-33.02, -21.21, -28.21], [-33.65, -22.67, -27.89], [-30.32, -25.75, -29.42], [-28.93, -25.90, -28.73], [-29.97, -25.04, -27.78], [-28.43, -23.42, -28.74], [-28.50, -24.20, -30.31], [-28.39, -20.18, -27.81], [-28.25, -18.91, -28.80], [-29.60, -17.96, -26.88], [-30.54, -18.08, -28.44], [-30.71, -19.31, -27.06], [-32.60, -20.70, -27.34], [-33.75, -20.49, -28.58], [-34.69, -22.51, -27.58], [-33.61, -23.26, -28.81], [-33.11, -23.05, -27.03], [-19.45, -14.97, -15.45], [-19.60, -13.41, -15.15], [-20.19, -12.93, -16.38], [-19.45, -12.73, -17.84], [-18.10, -13.21, -17.78], [-20.58, -13.28, -18.99], [-20.88, -14.61, -19.13], [-22.38, -14.86, -18.91], [-19.69, -11.15, -18.17], [-19.06, -10.18, -17.38], [-19.83, -8.95, -17.98], [-20.09, -15.50, -16.15], [-18.43, -15.15, -15.78], [-19.47, -15.47, -14.48], [-20.28, -13.21, -14.32], [-18.63, -12.95, -14.97], [-20.59, -14.92, -20.14], [-20.15, -15.20, -18.58], [-23.06, -14.03, -19.09], [-22.84, -15.72, -19.40], [-22.42, -15.12, -17.86], [-19.34, -10.33, -16.34], [-17.98, -10.29, -17.53], [-19.58, -7.97, -17.58], [-19.80, -9.07, -19.06], [-20.89, -8.82, -17.79], [-23.46, -10.37, -14.26], [-23.38, -10.88, -12.80], [-23.94, -9.98, -11.78], [-23.15, -9.87, -10.37], [-24.09, -9.42, -9.34], [-21.88, -8.89, -10.74], [-21.93, -7.47, -10.78], [-20.68, -6.96, -9.91], [-22.51, -11.37, -10.10], [-21.76, -11.57, -8.85], [-22.57, -12.53, -7.95], [-22.81, -9.50, -14.39], [-23.30, -11.12, -15.04], [-24.48, -10.04, -14.48], [-24.01, -11.77, -12.74], [-22.41, -11.34, -12.58], [-21.80, -7.38, -11.86], [-22.79, -6.88, -10.45], [-19.73, -7.31, -10.29], [-20.70, -5.88, -10.03], [-20.96, -7.25, -8.89], [-20.81, -12.10, -8.95], [-21.59, -10.64, -8.31], [-21.91, -12.80, -7.12], [-23.39, -11.95, -7.54], [-22.82, -13.47, -8.43]]
}

=====

ii:
{
  "formula": "C54H135O36P9",
  "method": "wB97M-V/def2-TZVPD",
  "multiplicity": 1,
  "homo_lumo_gap_ev": 8.95,
  "e_lumo_ev": 0.5,
  "elements": ["C", "C", "O", "P", "O", "O", "C", "C", "O", "C", "C", "H", "H", "H", "H", "H", "H", "H", "H", "H", "H", "H", "H", "H", "H", "H", "C", "C", "O", "P", "O", "O", "C", "C", "O", "C", "C", "H", "H", "H", "H", "H", "H", "H", "H", "H", "H", "H", "H", "H", "H", "H", "C", "C", "O", "P", "O", "O", "C", "C", "O", "C", "C", "H", "H", "H", "H", "H", "H", "H", "H", "H", "H", "H", "H", "H", "H", "H", "C", "C", "O", "P", "O", "O", "C", "C", "O", "C", "C", "H", "H", "H", "H", "H", "H", "H", "H", "H", "H", "H", "H", "H", "H", "H", "C", "C", "O", "P", "O", "O", "C", "C", "O", "C", "C", "H", "H", "H", "H", "H", "H", "H", "H", "H", "H", "H", "H", "H", "H", "H", "C", "C", "O", "P", "O", "O", "C", "C", "O", "C", "C", "H", "H", "H", "H", "H", "H", "H", "H", "H", "H", "H", "H", "H", "H", "H", "C", "C", "O", "P", "O", "O", "C", "C", "O", "C", "C", "H", "H", "H", "H", "H", "H", "H", "H", "H", "H", "H", "H", "H", "H", "H", "C", "C", "O", "P", "O", "O", "C", "C", "O", "C", "C", "H", "H", "H", "H", "H", "H", "H", "H", "H", "H", "H", "H", "H", "H", "H", "C", "C", "O", "P", "O", "O", "C", "C", "O", "C", "C", "H", "H", "H", "H", "H", "H", "H", "H", "H", "H", "H", "H", "H", "H", "H"],
  "coordinates": [[-1.63, 4.31, -7.43], [-2.47, 4.34, -6.19], [-1.65, 4.79, -5.10], [-2.02, 6.14, -4.32], [-2.12, 7.35, -5.15], [-0.93, 6.21, -3.17], [-0.18, 7.44, -2.91], [1.21, 7.03, -2.52], [-3.36, 5.78, -3.55], [-3.47, 4.50, -2.93], [-4.58, 4.43, -1.90], [-1.19, 5.30, -7.60], [-0.80, 3.61, -7.33], [-2.17, 4.06, -8.35], [-3.36, 4.97, -6.24], [-2.93, 3.38, -5.95], [-0.22, 8.02, -3.83], [-0.67, 7.91, -2.06], [1.77, 6.57, -3.32], [1.66, 7.94, -2.14], [1.16, 6.32, -1.68], [-3.64, 3.74, -3.69], [-2.54, 4.30, -2.39], [-5.51, 4.85, -2.28], [-4.66, 3.43, -1.49], [-4.40, 5.14, -1.08], [3.10, -4.63, -1.30], [3.85, -3.78, -2.31], [2.98, -3.13, -3.24], [3.65, -2.52, -4.56], [2.69, -2.01, -5.54], [4.77, -1.51, -3.96], [4.36, -0.40, -3.17], [4.17, 0.81, -4.10], [4.63, -3.67, -5.07], [5.44, -3.62, -6.28], [4.53, -3.83, -7.49], [3.79, -5.23, -0.70], [2.47, -4.11, -0.58], [2.56, -5.43, -1.82], [4.43, -3.04, -1.75], [4.60, -4.42, -2.78], [3.44, -0.60, -2.61], [5.19, -0.20, -2.49], [3.37, 0.56, -4.79], [4.00, 1.70, -3.48], [5.09, 0.93, -4.68], [5.89, -2.63, -6.28], [6.14, -4.43, -6.11], [3.73, -4.52, -7.21], [4.06, -2.90, -7.83], [5.04, -4.29, -8.33], [-3.49, 0.82, -2.50], [-4.25, 0.24, -1.33], [-4.93, 1.34, -0.65], [-5.40, 1.23, 0.87], [-5.26, -0.09, 1.46], [-4.57, 2.41, 1.56], [-4.74, 2.98, 2.88], [-5.59, 4.22, 2.92], [-6.89, 1.87, 0.88], [-7.83, 1.49, -0.11], [-7.82, 2.31, -1.37], [-2.88, 0.04, -2.96], [-4.26, 1.22, -3.17], [-2.88, 1.65, -2.17], [-5.03, -0.44, -1.66], [-3.58, -0.14, -0.56], [-5.07, 2.13, 3.49], [-3.74, 3.10, 3.30], [-6.66, 4.05, 2.83], [-5.40, 4.87, 3.78], [-5.34, 4.87, 2.08], [-7.71, 0.43, -0.37], [-8.83, 1.56, 0.32], [-6.90, 2.11, -1.93], [-8.65, 2.06, -2.03], [-7.96, 3.37, -1.17], [-2.15, -2.90, 6.66], [-3.17, -1.82, 7.02], [-2.85, -0.60, 6.34], [-3.76, 0.06, 5.21], [-4.30, -0.85, 4.20], [-4.88, 0.92, 5.95], [-4.47, 1.99, 6.82], [-5.68, 2.96, 6.90], [-2.74, 1.13, 4.57], [-1.39, 0.86, 4.26], [-1.23, -0.16, 3.18], [-1.97, -3.03, 5.60], [-1.25, -2.78, 7.27], [-2.52, -3.88, 7.00], [-4.15, -2.18, 6.70], [-3.15, -1.59, 8.08], [-4.27, 1.52, 7.78], [-3.54, 2.49, 6.57], [-6.41, 2.53, 7.58], [-5.32, 3.81, 7.50], [-6.04, 3.27, 5.93], [-0.93, 1.81, 3.95], [-0.89, 0.64, 5.21], [-1.95, 0.01, 2.37], [-0.21, -0.18, 2.79], [-1.33, -1.17, 3.59], [0.93, -3.60, 1.45], [-0.12, -3.55, 2.55], [0.52, -4.21, 3.69], [0.08, -5.64, 4.18], [0.39, -6.78, 3.28], [-1.45, -5.48, 4.58], [-2.23, -6.56, 5.15], [-1.87, -6.88, 6.59], [0.79, -5.86, 5.62], [1.77, -6.87, 5.79], [3.13, -6.52, 5.18], [0.75, -2.73, 0.80], [1.96, -3.38, 1.74], [0.77, -4.44, 0.78], [-0.34, -2.54, 2.88], [-1.01, -4.08, 2.21], [-3.25, -6.26, 4.92], [-2.07, -7.43, 4.52], [-1.19, -7.72, 6.68], [-1.45, -6.02, 7.13], [-2.80, -7.17, 7.09], [1.75, -7.13, 6.85], [1.54, -7.88, 5.43], [3.44, -5.57, 5.61], [3.85, -7.32, 5.35], [3.04, -6.40, 4.10], [0.14, -4.39, -7.68], [-0.16, -4.76, -6.23], [-1.54, -4.50, -5.98], [-2.49, -5.60, -5.30], [-3.93, -5.28, -5.34], [-2.08, -6.92, -6.12], [-2.85, -8.13, -6.05], [-1.95, -9.21, -6.59], [-1.84, -5.82, -3.85], [-2.12, -4.91, -2.79], [-1.22, -5.22, -1.61], [-0.37, -4.95, -8.46], [-0.18, -3.35, -7.75], [1.20, -4.39, -7.91], [0.12, -5.79, -5.98], [0.44, -4.05, -5.65], [-3.02, -8.26, -4.97], [-3.84, -8.01, -6.49], [-1.98, -9.25, -7.68], [-0.89, -9.12, -6.32], [-2.16, -10.22, -6.22], [-2.08, -3.87, -3.10], [-3.14, -5.06, -2.41], [-1.31, -6.29, -1.40], [-0.16, -5.05, -1.74], [-1.59, -4.71, -0.72], [2.99, 0.14, 0.23], [2.77, 0.32, 1.72], [3.59, -0.57, 2.48], [3.66, -0.37, 4.06], [4.01, 0.99, 4.49], [2.28, -0.94, 4.64], [1.99, -0.93, 6.07], [1.93, -2.43, 6.42], [4.69, -1.50, 4.58], [6.07, -1.15, 4.74], [6.93, -1.98, 3.79], [4.00, 0.46, -0.06], [3.03, -0.92, -0.02], [2.22, 0.59, -0.39], [2.83, 1.36, 2.05], [1.73, 0.04, 1.93], [2.73, -0.33, 6.60], [1.05, -0.41, 6.23], [1.68, -2.53, 7.48], [1.10, -2.83, 5.84], [2.87, -2.94, 6.23], [6.28, -0.08, 4.64], [6.31, -1.38, 5.78], [6.55, -1.89, 2.77], [7.93, -1.56, 3.86], [7.01, -3.03, 4.05], [7.52, 8.41, 0.17], [6.82, 7.18, 0.72], [5.45, 7.46, 0.92], [4.40, 6.35, 1.35], [4.46, 5.73, 2.67], [3.06, 7.20, 1.04], [1.79, 6.73, 1.51], [0.66, 7.55, 0.90], [4.60, 5.35, 0.10], [4.01, 4.03, 0.10], [4.88, 3.21, -0.85], [7.01, 9.35, 0.37], [8.58, 8.47, 0.44], [7.48, 8.36, -0.92], [6.94, 6.33, 0.04], [7.33, 6.91, 1.65], [1.69, 5.68, 1.20], [1.78, 6.71, 2.60], [0.64, 7.48, -0.19], [-0.27, 7.06, 1.21], [0.63, 8.59, 1.20], [3.99, 3.57, 1.09], [3.05, 4.19, -0.39], [4.97, 3.68, -1.83], [5.89, 3.29, -0.44], [4.52, 2.19, -0.86], [-0.25, 2.05, -4.20], [0.43, 2.78, -3.03], [-0.38, 2.56, -1.85], [0.16, 1.62, -0.67], [1.61, 1.37, -0.76], [-0.79, 0.34, -0.97], [-0.28, -0.95, -0.64], [0.51, -1.52, -1.81], [-0.42, 2.26, 0.67], [-1.73, 2.76, 0.77], [-1.86, 4.26, 0.68], [-0.02, 0.99, -4.13], [-1.33, 2.11, -4.06], [0.16, 2.47, -5.11], [1.46, 2.41, -2.92], [0.59, 3.84, -3.23], [0.34, -1.12, 0.24], [-1.18, -1.57, -0.54], [1.46, -0.98, -1.85], [0.68, -2.59, -1.65], [0.05, -1.34, -2.77], [-2.33, 2.41, -0.08], [-2.31, 2.26, 1.55], [-1.19, 4.71, -0.06], [-2.90, 4.57, 0.57], [-1.57, 4.70, 1.64]]
}

=====

Stability, descending: ii, i